No. 1
# C26H38ClHoN9O6S

A molecular structure, C26H38ClHoN9O6S at a distorted geometry (ωB97M-V/def2-TZVPD, the OMol25 dataset).

```
82
Properties=species:S:1:pos:R:3:mulliken_spin:R:1
Ho 1.52 -0.70 0.27 4.04
N -0.79 0.44 0.10 0.00
C -0.39 1.85 0.23 0.00
C 0.54 2.24 -0.94 0.00
N 1.17 1.04 -1.51 -0.01
C 2.39 1.32 -2.28 0.00
C 3.59 1.37 -1.33 0.00
N 3.76 0.05 -0.71 0.00
H -1.29 0.32 -0.78 0.00
H -1.42 0.19 0.85 0.00
H 0.15 1.95 1.17 0.00
H -1.25 2.53 0.26 0.00
H 1.31 2.90 -0.57 0.00
H -0.03 2.77 -1.71 0.00
H 0.48 0.61 -2.14 0.00
H 2.32 2.26 -2.84 0.00
H 2.54 0.50 -2.98 0.00
H 3.40 2.09 -0.54 0.00
H 4.48 1.69 -1.89 0.00
H 4.42 0.12 0.06 0.00
H 4.17 -0.60 -1.38 0.00
C -0.23 4.79 6.01 0.00
C 0.36 3.62 5.28 0.00
C -0.41 2.51 4.96 0.00
C 0.14 1.44 4.27 0.00
C 1.48 1.47 3.92 0.00
C 2.27 2.57 4.23 0.00
C 1.71 3.63 4.90 0.00
S 2.10 0.20 2.84 0.00
O 2.29 0.93 1.54 0.00
O 3.30 -0.42 3.32 0.00
N 0.91 -0.77 2.45 0.00
C 0.63 -2.04 2.96 -0.01
C 0.89 -2.50 4.22 0.00
C 0.42 -3.76 4.64 0.00
C -0.33 -4.54 3.82 0.00
C -0.59 -4.13 2.50 0.00
C -1.35 -4.88 1.58 0.00
C -1.52 -4.43 0.30 0.00
C -0.92 -3.22 -0.07 0.00
N -0.23 -2.46 0.75 -0.01
C -0.08 -2.89 2.04 0.00
H -1.31 4.74 6.02 0.00
H 0.08 5.73 5.56 0.00
H 0.12 4.80 7.05 0.00
H -1.45 2.48 5.25 0.00
H -0.45 0.57 4.01 0.00
H 3.32 2.57 3.96 0.00
H 2.32 4.50 5.14 0.00
H 1.46 -1.88 4.91 0.00
H 0.64 -4.09 5.65 0.00
H -0.73 -5.49 4.16 0.00
H -1.79 -5.82 1.90 0.00
H -2.09 -4.99 -0.43 0.00
H -0.99 -2.87 -1.10 0.00
O 1.85 -4.13 -1.19 0.00
Cl 2.40 -2.85 -1.09 0.00
O 3.59 -2.69 -1.84 0.00
O 2.66 -2.51 0.30 0.00
O 1.44 -1.85 -1.57 0.00
C -2.87 0.51 -2.72 0.00
N -3.80 0.35 -3.82 0.00
C -3.62 -0.99 -4.39 0.00
N -2.25 -1.19 -4.86 0.00
C -1.34 -1.00 -3.74 0.00
N -1.46 0.34 -3.13 0.00
C -1.20 1.33 -4.20 0.00
N -2.10 1.18 -5.33 0.00
C -3.48 1.34 -4.85 0.00
C -1.95 -0.17 -5.87 0.00
H -3.11 -0.25 -1.96 0.00
H -3.00 1.51 -2.29 0.00
H -4.31 -1.12 -5.22 0.00
H -3.84 -1.74 -3.63 0.00
H -0.31 -1.14 -4.08 0.00
H -1.55 -1.75 -2.98 0.00
H -0.17 1.20 -4.56 0.00
H -1.31 2.34 -3.79 0.00
H -4.17 1.23 -5.69 0.00
H -3.59 2.34 -4.43 0.00
H -0.93 -0.31 -6.23 0.00
H -2.64 -0.30 -6.72 0.00
```

Calculated values
Multiplicity: 5
Charge: +1
DFT total energy in Ha: -3763.92236

No. 2
# C26H38N2O7

A single C26H38N2O7 molecule at a distorted geometry (ωB97M-V/def2-TZVPD, the OMol25 dataset).

```
73
Properties=species:S:1:pos:R:3:nbo_charge:R:1
C 5.76 0.21 1.78 -0.61
C 5.40 0.23 0.29 -0.06
C 4.70 1.55 -0.07 -0.39
C 3.28 1.62 0.47 -0.40
C 2.42 0.47 -0.08 -0.20
C 3.07 -0.86 0.31 -0.20
C 2.26 -2.03 -0.25 -0.38
C 0.84 -1.99 0.30 -0.43
C 0.18 -0.68 -0.04 0.11
C -1.04 -0.66 -0.59 -0.27
C -1.79 0.54 -0.82 0.24
N -2.92 0.41 -1.40 -0.18
O -3.69 1.57 -1.56 -0.41
C -4.85 1.32 -2.33 -0.16
C -5.91 0.46 -1.64 0.66
O -7.09 0.57 -1.90 -0.62
N -5.42 -0.40 -0.73 -0.65
C -6.25 -1.23 0.10 -0.16
C -6.17 -0.80 1.57 -0.39
C -6.65 0.64 1.76 -0.52
C -5.76 1.66 1.09 0.81
O -6.15 2.63 0.49 -0.59
O -4.45 1.42 1.27 -0.71
C -5.79 -2.68 0.00 0.80
O -4.71 -3.03 -0.39 -0.59
O -6.73 -3.52 0.44 -0.68
C -1.21 1.82 -0.31 -0.47
C 0.31 1.78 -0.41 -0.38
C 0.93 0.58 0.34 -0.07
C 0.77 0.77 1.86 -0.62
C 4.54 -0.96 -0.14 -0.20
C 4.75 -1.06 -1.66 -0.42
C 6.14 -0.45 -1.94 -0.45
C 6.67 0.07 -0.59 0.11
O 7.63 -0.79 -0.04 -0.71
H 6.41 1.04 2.02 0.21
H 6.29 -0.71 2.03 0.22
H 4.87 0.27 2.40 0.20
H 5.28 2.38 0.32 0.21
H 4.67 1.65 -1.16 0.20
H 3.30 1.57 1.55 0.20
H 2.85 2.58 0.18 0.21
H 2.44 0.54 -1.18 0.20
H 3.07 -0.94 1.40 0.20
H 2.23 -1.98 -1.34 0.20
H 2.73 -2.98 0.03 0.21
H 0.87 -2.09 1.39 0.21
H 0.25 -2.81 -0.10 0.22
H -1.53 -1.58 -0.86 0.23
H -4.58 0.83 -3.28 0.20
H -5.28 2.30 -2.53 0.23
H -4.41 -0.54 -0.69 0.45
H -7.28 -1.14 -0.27 0.26
H -5.14 -0.88 1.91 0.22
H -6.80 -1.47 2.17 0.22
H -7.66 0.77 1.36 0.24
H -6.67 0.88 2.82 0.24
H -3.94 2.05 0.73 0.50
H -6.41 -4.44 0.38 0.50
H -1.52 1.96 0.73 0.22
H -1.60 2.66 -0.89 0.24
H 0.58 1.71 -1.46 0.21
H 0.72 2.71 -0.02 0.21
H 1.39 0.06 2.41 0.21
H 1.06 1.78 2.15 0.21
H -0.26 0.61 2.15 0.22
H 4.95 -1.87 0.32 0.20
H 3.99 -0.50 -2.20 0.20
H 4.70 -2.10 -2.00 0.21
H 6.08 0.35 -2.67 0.22
H 6.84 -1.19 -2.33 0.22
H 7.19 1.03 -0.70 0.18
H 7.25 -1.67 0.03 0.46
```

Calculated values
Structure (SMILES): C[C@]12CC[C@H]3[C@@H](CCC4=C/C(=N/OCC(=O)N[C@H](CCC(=O)O)C(=O)O)CC[C@@]43C)[C@H]1CC[C@@H]2O
DFT total energy in Ha: -1649.77790

No. 3
# C26H38NO2Si2

A gas-phase ion, C26H38NO2Si2 (charge +1) at a distorted geometry (ωB97M-V/def2-TZVPD, the OMol25 dataset).

```
69
Properties=species:S:1:pos:R:3:nbo_charge:R:1
C -1.39 -3.13 1.21 -1.17
Si -0.51 -3.79 -0.28 1.88
C 0.16 -5.49 0.01 -1.15
C -1.26 -3.57 -1.95 -1.17
O 0.84 -2.67 -0.23 -0.78
C 1.03 -1.38 -0.16 0.96
C 0.46 -0.41 -1.18 -0.31
C 1.69 0.41 -1.51 -0.60
O 2.00 -0.97 0.57 -0.71
Si 3.15 -1.88 1.72 1.86
C 2.86 -0.71 3.11 -1.16
C 2.60 -3.62 2.08 -1.16
C 4.85 -1.85 0.96 -1.16
H -2.45 -3.43 1.17 0.26
H -0.96 -3.53 2.14 0.26
H -1.35 -2.03 1.28 0.26
H -0.70 -6.17 0.09 0.26
H 0.79 -5.85 -0.81 0.26
H 0.74 -5.59 0.94 0.26
H -2.22 -4.11 -1.99 0.27
H -1.45 -2.52 -2.22 0.25
H -0.61 -4.00 -2.73 0.26
H 0.19 -1.07 -2.03 0.24
H 1.52 1.07 -2.36 0.24
H 1.97 1.02 -0.64 0.23
H 2.49 -0.28 -1.82 0.21
H 3.57 -0.89 3.93 0.26
H 2.98 0.34 2.79 0.26
H 1.85 -0.81 3.52 0.26
H 3.24 -4.00 2.89 0.27
H 1.56 -3.68 2.43 0.25
H 2.73 -4.32 1.23 0.26
H 5.59 -2.15 1.73 0.27
H 4.97 -2.56 0.12 0.26
H 5.14 -0.86 0.60 0.26
C -0.73 2.71 -5.24 -0.40
N -0.89 2.53 -3.82 -0.34
C -0.77 1.33 -3.16 -0.01
C -1.03 1.50 -1.80 -0.13
C -0.80 0.35 -0.83 -0.26
C -1.00 0.78 0.63 0.03
C -0.17 1.74 1.20 -0.23
C -0.42 2.18 2.51 -0.21
C -1.46 1.63 3.26 0.00
C -1.75 2.15 4.64 -0.64
C -2.27 0.65 2.70 -0.21
C -2.05 0.23 1.38 -0.24
C -1.39 2.90 -1.62 -0.02
C -1.88 3.71 -0.59 -0.21
C -2.14 5.07 -0.83 -0.23
C -1.93 5.64 -2.09 -0.20
C -1.48 4.85 -3.16 -0.24
C -1.24 3.52 -2.90 0.12
H -0.75 3.78 -5.46 0.22
H 0.22 2.30 -5.58 0.21
H -1.53 2.22 -5.80 0.21
H -0.50 0.43 -3.71 0.21
H -1.61 -0.37 -1.01 0.22
H 0.57 2.26 0.59 0.22
H 0.20 2.96 2.96 0.22
H -2.53 1.55 5.12 0.22
H -0.84 2.12 5.26 0.22
H -2.08 3.19 4.60 0.23
H -3.08 0.19 3.29 0.22
H -2.73 -0.49 0.91 0.21
H -2.07 3.27 0.39 0.22
H -2.50 5.70 -0.02 0.22
H -2.13 6.70 -2.27 0.22
H -1.34 5.23 -4.17 0.22
```

Calculated values
Charge: +1
DFT total energy in Ha: -1797.67337

No. 4
# C26H39AsN3O6S2Si3W

A molecular structure, C26H39AsN3O6S2Si3W (ωB97M-V/def2-TZVPD, the OMol25 dataset).

```
81
Properties=species:S:1:pos:R:3:lowdin_charge:R:1
W -0.62 -0.92 0.72 1.28
O 2.79 -0.56 2.65 0.16
C 2.01 -0.76 1.77 -0.53
O 0.91 -1.51 1.88 -0.21
C 2.21 -0.23 0.37 -0.16
C 3.38 0.37 -0.04 0.04
C 3.52 0.70 -1.37 0.00
C 2.53 0.33 -2.26 0.04
C 1.41 -0.33 -1.79 -0.15
N 1.21 -0.54 -0.48 0.04
C 0.50 -0.99 -2.79 -0.53
O 0.30 -0.53 -3.89 0.11
O 0.08 -2.17 -2.36 -0.12
H 4.15 0.56 0.70 0.14
H 4.41 1.20 -1.73 0.12
H 2.62 0.48 -3.33 0.13
O 0.76 3.19 1.61 0.07
C -0.31 3.63 2.31 -0.25
C -0.44 4.98 2.65 -0.01
C -1.52 5.41 3.39 -0.06
C -2.49 4.51 3.82 -0.07
C -2.37 3.18 3.48 -0.02
C -1.29 2.72 2.72 -0.10
C -1.23 1.29 2.39 -0.38
O -0.65 0.95 1.22 -0.25
N -1.73 0.41 3.16 0.10
N -1.54 -0.87 2.61 -0.28
C -1.78 -1.84 3.43 -0.93
S -2.39 -1.58 5.03 1.00
C -2.22 -3.31 5.53 -0.49
C -2.46 -4.19 4.31 -0.48
S -1.51 -3.47 2.94 0.95
H 1.38 3.92 1.49 0.12
H 0.32 5.68 2.33 0.12
H -1.60 6.46 3.65 0.11
H -3.34 4.85 4.40 0.11
H -3.12 2.46 3.79 0.12
H -2.95 -3.51 6.31 0.09
H -1.21 -3.46 5.93 0.09
H -3.51 -4.21 4.04 0.08
H -2.10 -5.20 4.47 0.09
C -5.99 -2.11 -1.07 -0.21
Si -4.68 -2.42 0.22 0.28
C -4.27 -4.24 0.32 -0.22
C -5.13 -1.70 1.88 -0.20
As -2.66 -1.35 -0.46 0.76
Si -3.04 0.92 -1.24 0.31
C -3.97 1.89 0.04 -0.18
C -4.10 0.65 -2.75 -0.21
C -1.45 1.77 -1.73 -0.19
Si -0.67 -3.35 -3.40 0.47
C -2.30 -2.71 -4.01 -0.15
C 0.52 -3.65 -4.79 -0.14
C -0.82 -4.79 -2.24 -0.14
H -6.73 -2.91 -1.02 0.04
H -5.58 -2.11 -2.09 0.02
H -6.50 -1.16 -0.91 0.04
H -5.14 -4.78 0.71 0.04
H -3.42 -4.42 0.98 -0.01
H -4.04 -4.64 -0.66 0.03
H -6.02 -2.20 2.27 0.05
H -5.36 -0.63 1.80 0.03
H -4.33 -1.82 2.60 0.00
H -4.77 1.30 0.51 0.02
H -4.44 2.75 -0.45 0.05
H -3.32 2.27 0.83 0.02
H -5.08 0.24 -2.48 0.01
H -3.63 -0.02 -3.47 0.02
H -4.28 1.61 -3.25 0.04
H -0.77 1.90 -0.89 0.01
H -1.73 2.76 -2.08 0.05
H -0.95 1.26 -2.55 0.02
H -2.16 -1.77 -4.53 0.04
H -3.01 -2.55 -3.19 -0.01
H -2.75 -3.42 -4.71 0.05
H 0.61 -2.76 -5.41 0.04
H 0.17 -4.47 -5.42 0.04
H 1.51 -3.92 -4.41 0.04
H -1.41 -4.53 -1.36 0.01
H 0.17 -5.12 -1.90 0.04
H -1.30 -5.64 -2.73 0.04
```

Calculated values
Charge: +1
DFT total energy in Ha: -5597.57321

No. 5
# C26H39ClHoN3O4Te

A molecular structure, C26H39ClHoN3O4Te at a distorted geometry (ωB97M-V/def2-TZVPD, the OMol25 dataset).

```
75
Properties=species:S:1:pos:R:3:mulliken_spin:R:1
O 0.30 -0.37 -1.81 -0.01
C -0.51 -0.21 -2.93 -0.01
C -0.26 1.12 -3.62 0.00
C 0.40 2.15 -2.96 0.00
H 0.77 1.97 -1.96 0.00
C 0.60 3.38 -3.58 0.00
H 1.10 4.17 -3.05 0.00
C 0.14 3.59 -4.87 0.00
H 0.29 4.54 -5.36 0.00
C -0.50 2.56 -5.55 0.00
H -0.85 2.71 -6.56 0.00
C -0.70 1.34 -4.92 0.00
H -1.21 0.53 -5.44 0.00
H -0.30 -0.99 -3.67 0.00
C -2.29 -1.84 -2.23 -0.01
C -1.96 -0.40 -2.49 0.01
H -3.34 -2.07 -2.35 0.00
H -1.98 -2.12 -1.23 0.00
H -1.73 -2.48 -2.91 0.00
C -2.79 0.63 -2.32 0.00
C -4.20 0.59 -1.85 0.00
H -2.42 1.62 -2.57 0.00
H -4.91 0.98 -2.57 0.00
H -4.32 1.18 -0.93 0.00
H -4.51 -0.42 -1.59 0.00
Ho -0.17 -0.46 0.01 4.04
Cl -2.46 -0.26 -0.22 -0.01
C -1.25 -0.23 2.72 0.00
O -0.38 -0.83 2.06 0.00
N -1.40 -0.36 4.04 0.00
C -0.87 -1.50 4.75 0.00
C -2.08 0.66 4.81 0.00
H -1.94 0.46 2.23 0.00
H -0.30 -2.11 4.05 0.00
H -1.68 -2.09 5.18 0.00
H -0.21 -1.17 5.55 0.00
H -2.28 1.52 4.19 0.00
H -1.47 0.97 5.66 0.00
H -3.03 0.27 5.19 0.00
H 4.65 1.42 -2.03 0.00
H 4.53 1.76 0.67 0.00
C 3.57 1.30 -1.89 0.00
C 3.48 1.50 0.57 0.00
N 3.30 0.67 -0.62 0.00
H 3.17 0.70 -2.70 0.00
C 2.69 -0.50 -0.55 0.00
O 1.89 -0.86 0.33 0.00
H 3.13 0.96 1.44 0.00
H 2.98 -1.19 -1.36 0.00
H 3.11 2.29 -1.92 0.00
H 2.89 2.40 0.46 0.00
H -0.26 -5.85 0.55 0.00
H 1.94 -6.01 -1.07 0.00
C -0.63 -5.31 -0.33 0.00
C 1.42 -5.29 -1.71 0.00
N 0.44 -4.56 -0.95 0.00
H -1.42 -4.64 -0.02 0.00
C 0.46 -3.23 -0.88 0.00
O -0.30 -2.56 -0.16 -0.01
H 2.14 -4.60 -2.12 0.00
H 1.20 -2.74 -1.52 0.00
H -1.04 -6.03 -1.03 0.00
H 0.94 -5.84 -2.52 0.00
Te 0.08 2.51 0.66 0.00
C 0.58 2.43 2.75 0.00
C 0.21 3.51 3.57 0.00
C 0.52 3.51 4.93 0.00
C 1.20 2.42 5.49 0.00
C 1.57 1.34 4.68 0.00
C 1.26 1.35 3.32 0.00
H -0.32 4.35 3.14 0.00
H 0.23 4.34 5.56 0.00
H 1.45 2.42 6.54 0.00
H 2.10 0.50 5.11 0.00
H 1.55 0.50 2.73 0.00
```

Calculated values
Multiplicity: 5
DFT total energy in Ha: -3155.61479

No. 6
# C26H39N3O6

A molecular structure, C26H39N3O6 at a distorted geometry (ωB97M-V/def2-TZVPD, the OMol25 dataset).

```
74
Properties=species:S:1:pos:R:3:nbo_charge:R:1
C 3.94 -0.07 -1.92 -0.22
H 3.97 -0.26 -0.89 0.21
H 4.08 0.80 -2.19 0.16
H 4.60 -0.87 -2.50 0.18
O 2.70 -0.56 -2.54 -0.52
C 1.76 0.32 -1.80 0.83
O 1.96 1.33 -1.00 -0.62
C 0.37 -0.37 -2.20 -0.17
N -0.58 0.09 -1.20 -0.65
C -1.31 -0.69 -0.46 0.65
O -1.21 -1.95 -0.35 -0.73
C -1.90 -0.13 0.84 -0.07
N -0.96 0.23 1.55 -0.61
C -0.28 1.40 1.77 0.69
O -0.46 2.20 0.86 -0.66
C 0.98 1.59 2.69 -0.09
N 2.12 1.07 1.87 -0.46
C 2.47 -0.20 1.69 0.93
O 3.39 -0.74 1.26 -0.64
O 1.44 -1.05 2.15 -0.66
C 1.68 -2.66 1.90 0.34
C 2.85 -2.91 2.97 -0.51
H 3.69 -2.59 2.59 0.20
H 2.63 -2.58 3.96 0.21
H 2.88 -4.41 2.86 0.13
C 1.76 -3.00 0.47 -0.65
H 2.75 -2.45 -0.09 0.21
H 0.93 -2.77 0.00 0.24
H 2.01 -3.93 0.42 0.22
C 0.25 -3.09 2.41 -0.66
H 0.04 -2.88 3.50 0.23
H -0.45 -3.02 1.68 0.24
H 0.33 -4.25 2.51 0.21
C 3.11 2.08 1.65 -0.25
C 2.82 3.04 2.87 -0.30
H 3.20 2.61 4.02 0.17
H 3.11 3.86 2.67 0.15
C 1.21 3.14 3.16 -0.40
H 0.79 3.56 2.39 0.22
H 0.98 3.20 4.23 0.23
H 2.75 2.69 0.77 0.23
H 4.17 1.88 1.92 0.25
H 0.81 0.87 3.52 0.22
H -0.52 -0.44 2.13 0.41
H -2.31 0.87 0.50 0.19
C -3.24 -0.92 1.26 -0.41
C -4.39 -0.81 0.37 -0.06
C -5.40 0.17 0.50 -0.21
C -6.42 0.01 -0.14 -0.20
C -6.43 -0.75 -1.10 -0.16
C -5.60 -1.83 -1.36 -0.22
C -4.49 -1.87 -0.53 -0.18
H -3.88 -2.70 -0.71 0.23
H -5.75 -2.37 -2.23 0.22
H -7.53 -0.64 -1.89 0.18
H -7.24 1.06 0.11 0.18
H -5.14 0.78 1.36 0.22
H -2.65 -1.87 1.47 0.25
H -3.40 -0.56 2.44 0.20
H -0.78 1.41 -0.85 0.49
H 0.30 -1.41 -2.26 0.26
C -0.11 0.24 -3.61 -0.40
H 0.52 -0.52 -4.32 0.20
C 0.24 1.76 -4.00 -0.23
C -0.59 2.68 -3.19 -0.60
H -0.66 3.65 -3.61 0.21
H -1.60 2.37 -2.96 0.22
H -0.13 2.77 -2.02 0.19
C 1.70 2.14 -4.26 -0.62
H 1.49 3.34 -4.56 0.22
H 1.99 2.19 -3.14 0.23
H 2.02 1.39 -4.84 0.22
H -0.30 1.69 -5.02 0.20
H -1.10 -0.37 -3.58 0.25
```

Calculated values
DFT total energy in Ha: -1629.14672